(1)
Molecular formula: C6H12O
Method: DFT, the ωB97M-V functional and the def2-TZVPD basis

- E_HOMO (spin up / spin down) (eV) = -7.6 / -7.7
- electronic energy (Eh) = -310.84353
- LUMO (spin up / spin down) (Eh) = -0.012 / -0.011
- multiplicity = 1
- relative energy (zero: lowest compared OMol25 entry of this formula, charge and spin) (kcal/mol) = 135.4
- HOMO-LUMO gap (spin up / spin down) (hartree) = 0.266 / 0.273
- net charge = 0

Each line ends with the natural charge from an NBO analysis.
Positions of all 19 atoms, in Å:
C -1.78 0.04 0.96  -0.598
C -1.65 1.14 0.06  -0.427
C -0.12 0.34 -1.09  -0.278
C 1.02 1.10 -1.16  -0.288
C 0.21 -0.98 -0.42  -0.267
C 1.15 -1.11 0.76  -0.125
O 2.53 -1.33 0.45  -0.715
H -1.19 -0.92 0.35  0.220
H -2.79 -0.31 1.19  0.230
H -1.17 0.10 1.86  0.208
H -1.12 2.03 0.39  0.199
H -2.53 1.39 -0.55  0.203
H -0.65 0.21 -2.04  0.230
H 1.26 1.76 -1.99  0.199
H 1.67 1.18 -0.29  0.172
H 0.41 -1.79 -1.15  0.214
H 1.03 -0.26 1.43  0.160
H 0.87 -2.01 1.32  0.202
H 2.85 -0.58 -0.06  0.463


(2)
Molecular formula: C6H12O
Method: DFT, the ωB97M-V functional and the def2-TZVPD basis

- E_HOMO (eV) = -9.1
- electronic energy (Eh) = -310.98977
- SMILES = CO[C@]1(C)C[C@H]1C
- LUMO (Eh) = 0.037
- multiplicity = 1
- relative energy (zero: lowest compared OMol25 entry of this formula, charge and spin) (kcal/mol) = 43.6
- HOMO-LUMO gap (hartree) = 0.371
- net charge = 0

Each line ends with the natural charge from an NBO analysis.
Positions of all 19 atoms, in Å:
C -0.03 -2.23 -0.66  -0.246
O 1.03 -1.38 -0.30  -0.530
C 0.69 -0.07 0.08  0.246
C 1.55 0.92 -0.69  -0.630
C 0.41 0.31 1.52  -0.431
C -0.73 0.17 0.54  -0.253
C -1.66 1.22 -0.03  -0.613
H 0.37 -2.99 -1.33  0.192
H -0.84 -1.70 -1.18  0.171
H -0.46 -2.74 0.22  0.161
H 2.41 0.35 -1.07  0.236
H 1.94 1.70 -0.04  0.207
H 1.07 1.40 -1.55  0.208
H 0.75 1.30 1.80  0.207
H 0.50 -0.44 2.30  0.220
H -1.26 -0.76 0.73  0.218
H -2.68 1.06 0.35  0.215
H -1.71 1.11 -1.13  0.210
H -1.37 2.25 0.19  0.212


(3)
Molecular formula: C6H12O
Method: DFT, the ωB97M-V functional and the def2-TZVPD basis

- E_HOMO (eV) = -9.1
- electronic energy (Eh) = -310.87496
- LUMO (Eh) = -0.011
- multiplicity = 1
- relative energy (zero: lowest compared OMol25 entry of this formula, charge and spin) (kcal/mol) = 115.7
- HOMO-LUMO gap (hartree) = 0.322
- net charge = 0

Each line ends with the natural charge from an NBO analysis.
Positions of all 19 atoms, in Å:
C -1.17 0.58 2.01  -0.614
C -0.31 0.58 0.75  0.118
O 0.48 1.75 0.79  -0.716
C 0.55 -0.67 0.70  -0.444
C 0.14 -1.85 -0.11  -0.597
C 1.41 -1.14 -0.43  0.180
C 0.48 0.47 -2.48  -0.837
H -1.84 -0.29 2.01  0.213
H -1.77 1.49 2.07  0.222
H -0.53 0.53 2.89  0.211
H -0.97 0.59 -0.13  0.162
H 1.23 1.62 0.19  0.477
H 1.11 -0.83 1.62  0.256
H -0.71 -1.68 -0.78  0.250
H 0.23 -2.89 0.21  0.246
H 1.23 -0.15 -1.97  0.225
H -0.46 -0.09 -2.58  0.210
H 0.89 0.71 -3.46  0.228
H 0.30 1.39 -1.90  0.213


(4)
Molecular formula: C6H12O
Method: DFT, the ωB97M-V functional and the def2-TZVPD basis

- E_HOMO (eV) = -9.2
- electronic energy (Eh) = -311.00409
- SMILES = CCO[C@H]1C[C@H]1C
- LUMO (Eh) = 0.042
- multiplicity = 1
- relative energy (zero: lowest compared OMol25 entry of this formula, charge and spin) (kcal/mol) = 34.6
- HOMO-LUMO gap (hartree) = 0.381
- net charge = 0

Each line ends with the natural charge from an NBO analysis.
Positions of all 19 atoms, in Å:
C -1.16 -2.65 -0.24  -0.625
C -0.43 -1.38 -0.62  -0.061
O -0.05 -0.69 0.57  -0.536
C -0.52 0.62 0.64  0.089
C 0.25 1.53 1.54  -0.437
C 0.30 1.74 0.04  -0.254
C 1.57 1.43 -0.72  -0.612
H -2.09 -2.41 0.29  0.207
H -0.54 -3.27 0.42  0.213
H -1.41 -3.24 -1.14  0.208
H -1.05 -0.74 -1.25  0.170
H 0.48 -1.61 -1.19  0.172
H -1.61 0.72 0.62  0.178
H 1.13 1.09 2.00  0.224
H -0.29 2.24 2.16  0.217
H -0.26 2.59 -0.34  0.210
H 1.36 1.28 -1.79  0.207
H 2.30 2.24 -0.64  0.211
H 2.03 0.51 -0.34  0.218


(5)
Molecular formula: C6H12O
Method: DFT, the ωB97M-V functional and the def2-TZVPD basis

- E_HOMO (eV) = -8.6
- electronic energy (Eh) = -311.00456
- SMILES = C=C(C)O.C=CC
- LUMO (Eh) = 0.037
- multiplicity = 1
- relative energy (zero: lowest compared OMol25 entry of this formula, charge and spin) (kcal/mol) = 34.3
- HOMO-LUMO gap (hartree) = 0.351
- net charge = 0

Each line ends with the natural charge from an NBO analysis.
Positions of all 19 atoms, in Å:
C -2.65 0.72 1.38  -0.524
C -1.62 0.05 0.87  0.324
C -1.66 -0.75 -0.39  -0.676
O -0.42 0.07 1.53  -0.698
H -3.61 0.71 0.87  0.201
H -2.56 1.29 2.30  0.209
H -0.96 -0.35 -1.13  0.213
H -2.66 -0.74 -0.83  0.229
H -1.38 -1.79 -0.20  0.217
H 0.24 -0.42 1.01  0.492
C 1.97 -1.25 -0.42  -0.439
C 2.22 0.04 -0.15  -0.166
C 1.72 1.20 -0.96  -0.659
H 2.36 -2.04 0.21  0.208
H 1.39 -1.54 -1.29  0.195
H 2.81 0.29 0.73  0.204
H 2.57 1.80 -1.33  0.225
H 1.14 0.87 -1.83  0.209
H 1.10 1.86 -0.35  0.234


(6)
Molecular formula: C6H12O
Method: DFT, the ωB97M-V functional and the def2-TZVPD basis

- E_HOMO (eV) = -10.0
- electronic energy (Eh) = -311.02059
- SMILES = C[C@@H]1C[C@@H]1[C@@H](C)O
- LUMO (Eh) = 0.038
- multiplicity = 1
- relative energy (zero: lowest compared OMol25 entry of this formula, charge and spin) (kcal/mol) = 24.3
- HOMO-LUMO gap (hartree) = 0.407
- net charge = 0

Each line ends with the natural charge from an NBO analysis.
Positions of all 19 atoms, in Å:
C -1.97 -0.94 0.07  -0.620
C -1.46 0.49 0.00  -0.232
C -0.70 0.97 -1.21  -0.413
C 0.02 0.79 0.10  -0.255
C 1.00 -0.35 0.33  0.096
C 2.42 0.01 -0.08  -0.614
O 1.05 -0.69 1.71  -0.721
H -1.80 -1.46 -0.88  0.212
H -3.05 -0.96 0.28  0.221
H -1.48 -1.51 0.87  0.203
H -2.10 1.24 0.46  0.214
H -0.51 0.24 -2.00  0.210
H -0.89 1.97 -1.58  0.220
H 0.30 1.69 0.65  0.219
H 0.68 -1.22 -0.26  0.156
H 2.46 0.24 -1.15  0.210
H 3.10 -0.82 0.14  0.218
H 2.75 0.89 0.48  0.209
H 0.16 -0.58 2.06  0.467


(7)
Molecular formula: C6H12O
Method: DFT, the ωB97M-V functional and the def2-TZVPD basis

- E_HOMO (eV) = -9.6
- electronic energy (Eh) = -310.99563
- SMILES = C=CCOCCC
- LUMO (Eh) = 0.042
- multiplicity = 1
- relative energy (zero: lowest compared OMol25 entry of this formula, charge and spin) (kcal/mol) = 39.9
- HOMO-LUMO gap (hartree) = 0.394
- net charge = 0

Each line ends with the natural charge from an NBO analysis.
Positions of all 19 atoms, in Å:
C -0.39 -2.08 -1.77  -0.407
C 0.52 -1.16 -2.11  -0.212
C 0.57 0.30 -1.73  -0.104
O -0.12 0.66 -0.57  -0.533
C 0.46 0.02 0.56  -0.073
C -0.51 0.24 1.73  -0.417
C -0.55 1.70 2.23  -0.606
H -1.03 -2.03 -0.89  0.199
H -0.54 -2.93 -2.43  0.202
H 1.23 -1.41 -2.91  0.200
H 1.61 0.68 -1.70  0.169
H 0.06 0.81 -2.55  0.208
H 1.44 0.47 0.80  0.156
H 0.70 -1.02 0.25  0.185
H -0.25 -0.42 2.56  0.203
H -1.52 -0.04 1.41  0.208
H 0.44 2.03 2.57  0.199
H -0.89 2.39 1.46  0.215
H -1.23 1.80 3.08  0.208


(8)
Molecular formula: C6H12O
Method: DFT, the ωB97M-V functional and the def2-TZVPD basis

- E_HOMO (spin up / spin down) (eV) = -14.7 / -15.0
- electronic energy (Eh) = -310.67787
- LUMO (spin up / spin down) (Eh) = -0.186 / -0.285
- multiplicity = 2
- relative energy (zero: lowest compared OMol25 entry of this formula, charge and spin) (kcal/mol) = 24.7
- HOMO-LUMO gap (spin up / spin down) (hartree) = 0.354 / 0.265
- net charge = +1

Each line ends with the Löwdin spin population.
Positions of all 19 atoms, in Å:
C 0.40 0.06 -2.00  0.010
O 1.04 -1.01 -1.34  0.081
C -0.78 0.63 -1.28  0.019
C -0.48 1.03 0.22  0.050
C 0.00 -0.01 1.18  0.230
C 1.38 -0.02 1.38  0.472
C -0.90 -1.08 1.66  0.042
H 0.02 -0.36 -2.94  0.007
H 1.09 0.86 -2.30  0.000
H 1.84 -0.69 -0.94  0.001
H -1.41 1.37 -1.75  -0.001
H -1.40 -0.24 -1.03  0.000
H 0.17 1.92 0.23  0.000
H -1.40 1.44 0.67  0.022
H 1.87 0.94 1.49  0.022
H 2.00 -0.90 1.50  0.023
H -1.48 -0.76 2.53  0.008
H -0.29 -1.96 1.81  0.002
H -1.69 -1.19 0.92  0.010


(9)
Molecular formula: C6H12O15RbS3
Method: DFT, the ωB97M-V functional and the def2-TZVPD basis

- E_HOMO (eV) = 2.3
- electronic energy (Eh) = -2582.65227
- LUMO (Eh) = 0.197
- multiplicity = 1
- relative energy (zero: lowest compared OMol25 entry of this formula, charge and spin) (kcal/mol) = 229.4
- HOMO-LUMO gap (hartree) = 0.111
- net charge = -3

Each line ends with the Mulliken charge.
Positions of all 37 atoms, in Å:
Rb 1.84 -3.72 7.60  0.863
S 0.94 -6.35 5.79  1.111
O 1.66 -5.56 6.79  -0.662
O 1.81 -7.26 5.13  -0.870
O 0.15 -7.42 6.49  -0.828
O 0.12 -5.59 4.85  -0.655
S -0.04 -2.09 6.49  1.393
O 0.21 -2.52 7.86  -0.932
O 1.10 -2.59 5.66  -0.893
O -1.28 -2.52 5.88  -0.795
O 0.00 -0.59 6.37  -0.907
C -0.07 -1.50 11.57  -1.385
C 0.19 -2.80 10.81  0.393
O 1.31 -3.51 11.41  -0.360
C 2.41 -3.79 10.74  0.802
O 2.71 -3.56 9.54  -0.668
O 3.36 -4.20 11.62  -0.369
C 4.41 -5.18 11.23  -0.657
H -0.59 -1.76 12.49  0.347
H -0.75 -0.88 10.98  0.373
H 0.85 -0.95 11.79  0.302
H 0.46 -2.38 9.84  0.145
H -0.61 -3.52 10.64  0.246
H 3.93 -6.15 11.13  0.288
H 5.19 -5.16 11.99  0.233
H 4.93 -4.97 10.29  0.298
C -1.45 -5.34 6.50  -0.377
C -0.59 -5.08 7.83  0.696
O -1.64 -4.66 8.78  -0.299
S -3.22 -4.84 8.27  1.011
O -3.68 -3.50 7.97  -0.574
O -4.12 -5.75 9.06  -0.662
O -2.80 -5.60 6.84  -0.525
H -1.06 -6.17 5.91  0.446
H -1.49 -4.44 5.88  0.475
H 0.14 -4.29 7.64  -0.799
H 0.03 -5.95 8.06  0.793


(10)
Molecular formula: C6H12O2
Method: DFT, the ωB97M-V functional and the def2-TZVPD basis

- E_HOMO (eV) = -9.4
- electronic energy (Eh) = -386.28007
- SMILES = C/C=C/C.CC(=O)O
- LUMO (Eh) = 0.034
- multiplicity = 1
- relative energy (zero: lowest compared OMol25 entry of this formula, charge and spin) (kcal/mol) = 25.2
- HOMO-LUMO gap (hartree) = 0.377
- net charge = 0

Each line ends with the natural charge from an NBO analysis.
Positions of all 20 atoms, in Å:
C -2.71 -1.16 -1.11  -0.639
C -1.37 -1.28 -0.36  -0.241
C -1.29 -1.00 0.94  -0.166
C -0.05 -1.23 1.83  -0.648
H -2.63 -0.58 -2.05  0.211
H -3.10 -2.16 -1.40  0.218
H -3.48 -0.67 -0.42  0.210
H -0.52 -1.67 -0.93  0.205
H -2.11 -0.47 1.44  0.192
H 0.60 -2.06 1.50  0.223
H -0.39 -1.48 2.81  0.208
H 0.52 -0.29 2.04  0.230
C 2.81 2.38 -0.54  -0.733
C 1.78 1.26 -0.37  0.793
O 2.05 0.17 0.10  -0.599
O 0.54 1.56 -0.89  -0.694
H 2.41 3.28 -0.99  0.232
H 3.62 2.04 -1.21  0.247
H 3.31 2.63 0.44  0.245
H 0.03 0.73 -0.84  0.506


(11)
Molecular formula: C6H12O2
Method: DFT, the ωB97M-V functional and the def2-TZVPD basis

- E_HOMO (eV) = -9.2
- electronic energy (Eh) = -386.19181
- SMILES = C=C(C)/C=C/CO.O
- LUMO (Eh) = 0.028
- multiplicity = 1
- relative energy (zero: lowest compared OMol25 entry of this formula, charge and spin) (kcal/mol) = 80.5
- HOMO-LUMO gap (hartree) = 0.366
- net charge = 0

Each line ends with the natural charge from an NBO analysis.
Positions of all 20 atoms, in Å:
C 0.57 0.61 2.59  -0.391
C -0.03 0.06 1.55  -0.035
C -1.06 -1.04 1.64  -0.660
C 0.33 0.37 0.14  -0.197
C 0.38 1.49 -0.58  -0.210
C 0.68 1.66 -2.05  -0.095
O -0.13 0.61 -2.69  -0.773
H 0.56 0.08 3.60  0.209
H 1.13 1.54 2.40  0.210
H -0.71 -2.10 1.53  0.216
H -1.88 -0.96 0.89  0.220
H -1.62 -1.19 2.58  0.229
H 0.99 -0.44 -0.20  0.221
H -0.01 2.43 -0.16  0.191
H 1.64 1.41 -2.46  0.199
H 0.31 2.59 -2.49  0.183
H -0.98 0.81 -3.10  0.480
O 0.29 -2.92 -1.07  -0.928
H 0.01 -2.18 -1.65  0.472
H -0.47 -2.84 -0.48  0.458